[1]
DFT (wB97M-V/def2-TZVPD) results for 7 unconnected molecules or ions with the total composition C12H35F6N3O9S2 in a non-equilibrium geometry.

Total charge: 0
Frontier orbital gap, eV: 9.38
Maximum force, eV Å⁻¹: 4.4
E_HOMO, eV: -9.86

Structure (XYZ):
```
67
Properties=species:S:1:pos:R:3:lowdin_charge:R:1
S -3.6754 -0.7308 -1.1106 0.67
S -3.9153 1.5966 -0.0998 0.57
F -2.9616 3.9057 -1.0800 0.12
F -1.7929 3.0902 0.5773 0.13
F -2.1162 -1.1143 -3.2872 0.11
F -3.7363 4.0723 0.8851 0.16
F -3.7536 -2.4381 -3.2102 0.15
F -4.0868 -0.3796 -3.7773 0.13
O -3.8371 1.0104 1.2331 -0.31
O 0.1665 2.0994 -3.7199 -0.04
O 0.9140 -0.4002 3.8083 -0.05
O 4.7302 0.6327 1.3971 -0.20
O 1.1946 -1.6565 -1.6716 -0.08
O -5.1052 -0.8845 -0.9345 -0.26
O -2.8307 -1.7045 -0.4540 -0.30
O -2.5475 2.4850 -3.9909 -0.06
O -5.2175 1.9386 -0.6214 -0.27
N -2.9922 0.8235 -1.0889 -0.34
N 1.2037 1.6016 0.8877 0.03
N -0.3170 0.6918 -1.3575 0.27
C -0.4644 -0.1947 3.6256 -0.52
C -3.4078 -1.1843 -2.9407 -0.65
C 1.9842 -3.1485 0.0015 -0.03
C 0.7566 -2.7317 -0.8620 -0.50
C -1.2078 -0.5574 4.8771 -0.06
C 4.9418 -0.6827 0.9155 -0.10
C 2.5333 1.1830 0.5093 -0.42
C 3.3990 0.9131 1.7796 -0.17
C -0.9981 -0.9446 2.4042 -0.04
C 0.1538 -3.8385 -1.6037 -0.05
C -3.0170 3.2838 0.1069 -0.66
C 3.1291 2.1286 -0.5367 -0.03
H 4.8184 -1.4246 1.7063 0.09
H 0.5812 2.0100 -4.5845 0.09
H -0.0143 -0.2637 -1.5668 0.08
H 3.4865 1.7922 2.4234 0.13
H 0.0047 -2.3630 -0.1594 0.12
H 2.8976 -3.1710 -0.5961 0.08
H -2.2194 -0.1546 4.9502 0.09
H 1.2865 0.3691 4.2447 0.09
H -1.3552 0.7137 -1.3150 0.03
H 0.0224 1.1824 -2.2036 0.08
H -1.5960 2.3336 -3.9454 -0.03
H 2.9600 3.1600 -0.2221 0.08
H -0.7572 -3.4756 -2.0823 0.08
H -2.9085 2.0186 -3.2329 -0.01
H 0.8703 -4.1591 -2.3671 0.09
H 1.6834 -2.0183 -2.4186 0.11
H -0.4853 -0.5703 1.5183 0.05
H 4.3016 -0.9264 0.0637 0.07
H -0.9212 -2.0135 2.6101 0.09
H 0.4688 2.9544 -3.3914 0.09
H 1.3289 2.4725 1.3979 0.10
H 4.1850 1.8807 -0.6361 0.08
H 0.8079 1.0115 1.6142 0.05
H -2.0622 -0.8042 2.2116 0.07
H 1.8200 -4.0836 0.5359 0.08
H 2.1952 -2.3799 0.7475 0.06
H 0.2004 1.0418 -0.5376 0.06
H 2.6662 2.0158 -1.5179 0.06
H -0.0775 -4.7203 -1.0089 0.10
H -1.3148 -1.6421 4.9445 0.08
H 5.9491 -0.7250 0.5018 0.09
H -0.7110 -0.1957 5.7788 0.08
H 2.3823 0.2452 -0.0342 0.11
H -0.5998 0.8839 3.4805 0.13
H 2.9794 0.1400 2.4292 0.11
```

[2]
DFT (wB97M-V/def2-TZVPD) results for a molecular structure, C12H35LiN3O4 in a non-equilibrium geometry.

Total charge: +1
Frontier orbital gap, eV: 8.42
Maximum force, eV Å⁻¹: 3.3
Energy above the lowest of the compared OMol25 structures with the same formula, charge and spin, kcal/mol: 110.6
E_HOMO, eV: -11.48

Structure (XYZ):
```
55
Properties=species:S:1:pos:R:3:lowdin_charge:R:1
O 2.8187 -1.0560 -3.2600 -0.22
O 2.4060 3.3884 -2.4948 -0.06
O 1.0494 -2.2998 4.2470 -0.20
O -3.2390 0.9921 1.7068 -0.18
N 1.0690 -0.6850 1.9776 0.05
N -0.0150 -1.3561 -3.5205 0.04
N -2.2825 2.4768 -0.4456 0.02
C 1.3264 -0.9280 4.3658 -0.21
C 2.2344 -2.0755 -4.1784 -0.17
C 2.0244 -0.5065 3.0804 -0.44
C 0.5388 -2.9414 5.3403 -0.12
C 2.4444 0.9570 3.1291 -0.08
C 0.2949 -3.3594 -4.8028 -0.06
C -3.0500 3.1558 0.6009 -0.45
C 0.8841 -2.4696 -3.7134 -0.48
C -3.7097 4.2898 -0.0736 -0.09
C -4.0211 -0.0764 2.1799 -0.10
C -3.9581 2.1173 1.2541 -0.21
C 4.2399 -0.9830 -3.4231 -0.11
Li 0.7094 0.7882 -1.4963 0.81
H -2.3574 3.6745 1.2636 0.14
H -4.1662 4.9441 0.6690 0.09
H 0.2356 -0.2250 2.3151 0.06
H 0.8548 -2.6585 6.3444 0.09
H -3.0149 4.8830 -0.6682 0.09
H -0.4940 -2.6339 5.1766 0.09
H 3.0350 -0.9037 2.9860 0.14
H -3.0501 2.1243 -0.9993 0.07
H -4.5510 2.6147 2.0216 0.13
H -2.0278 3.1832 -1.1210 0.05
H -4.6754 0.1153 3.0304 0.09
H -4.7708 1.9301 0.5523 0.12
H 0.8873 -1.6783 1.9562 0.07
H 1.8169 -0.6190 5.2888 0.13
H 3.1594 1.3061 3.8741 0.08
H 1.9097 3.8318 -3.1828 0.04
H -0.8533 -1.9108 -3.4219 0.07
H 4.5921 -0.0502 -2.9828 0.08
H 0.3647 -0.4154 4.3459 0.12
H 4.4634 -0.8829 -4.4852 0.09
H 2.9523 1.1099 2.1768 0.07
H -0.1313 -1.0440 -4.4740 0.08
H 2.0826 -1.5856 -5.1402 0.13
H -4.6676 -0.3586 1.3489 0.09
H 1.0494 -2.9649 -2.7566 0.15
H 3.1937 3.9212 -2.3857 0.04
H -3.3522 -0.8201 2.6129 0.09
H 4.7771 -1.8138 -2.9657 0.09
H 0.8634 -4.2685 -4.9989 0.09
H 2.9003 -2.9384 -4.1719 0.14
H -4.4940 3.9175 -0.7327 0.09
H 0.2879 -2.9563 -5.8156 0.09
H -0.7082 -3.7488 -4.6290 0.09
H 1.5183 1.5163 3.2619 0.08
H 0.6061 -4.0242 5.2340 0.09
```

no.,LUMO level (eV),electronic energy (a.u.)
1,-0.5,-2715.151299
2,-3.1,-950.653885